The following is a quantum chemistry calculation of a structure of composition C34H67CdF6N9OP in a non-equilibrium geometry, from OMol25.

## Properties
Total charge: +5
HOMO: -0.697 hartree
F_max: 0.0499 Eh/bohr
HOMO-LUMO gap: 3.92 eV
E: -81918.878 eV

Geometry (Å):
Cd -2.301386 -0.133645 4.645208
C 0.648804 -0.562937 1.642200
C -0.443590 -1.392546 2.270206
O -1.379094 -0.609824 2.972734
H 1.436667 -0.226465 2.310581
H 0.246548 0.300241 1.091052
H 1.071933 -1.094155 0.782631
H 0.015272 -2.169625 2.891584
H -0.956457 -1.960927 1.482764
C 4.002161 -0.072863 -6.120153
C 4.534356 -1.458178 -5.761019
N 3.494157 -2.291928 -5.146621
C 3.101945 -3.551201 -5.536689
C 2.138584 -3.942274 -4.681092
N 2.049684 -2.978838 -3.703004
C 2.846566 -1.972610 -4.033271
C 0.944541 -2.883231 -2.741893
H 3.162857 -0.164041 -6.807546
H 4.773026 0.476505 -6.656818
H 3.723896 0.430568 -5.195140
H 5.385628 -1.423966 -5.077548
H 4.973427 -1.941539 -6.632906
H 3.538978 -3.979620 -6.421994
H 1.491890 -4.799648 -4.739482
H 2.958213 -1.043121 -3.505755
H 1.173475 -3.540777 -1.903678
H 0.058805 -3.257263 -3.251246
H 0.704534 -1.871071 -2.432420
C 5.748627 4.625949 4.055773
C 5.086830 5.378923 2.925360
N 5.700500 5.151522 1.612757
C 5.931126 3.940050 1.008093
C 6.525531 4.181053 -0.184244
N 6.572112 5.551364 -0.329777
C 6.058087 6.102617 0.751602
C 7.236361 6.235133 -1.461602
H 6.714379 5.006794 4.376932
H 5.823259 3.549561 3.883958
H 5.087068 4.688951 4.922925
H 5.186850 6.447508 3.125440
H 4.011750 5.195176 2.910923
H 5.724657 2.971146 1.426922
H 7.040410 3.521938 -0.861609
H 5.938049 7.162989 0.909570
H 8.269809 5.904093 -1.477625
H 7.120580 7.307024 -1.339605
H 6.738060 5.934989 -2.380538
C -3.551348 -2.145307 -1.021139
C -3.770991 -1.062231 -2.041089
N -3.670654 0.291503 -1.459060
C -4.117322 1.439429 -2.070060
C -3.704170 2.488862 -1.319666
N -3.049182 1.952617 -0.236549
C -3.039725 0.627925 -0.343769
C -2.337126 2.643131 0.828718
H -4.235676 -2.068890 -0.172830
H -2.511939 -2.199536 -0.691326
H -3.758566 -3.118078 -1.469093
H -4.717133 -1.143332 -2.570343
H -2.984182 -1.075125 -2.795558
H -4.610770 1.394207 -3.025473
H -3.767886 3.550541 -1.478005
H -2.420743 0.021494 0.293526
H -3.001322 2.669323 1.699928
H -2.161029 3.681399 0.570183
H -1.463328 2.059074 1.102933
C 1.425200 5.868500 0.822373
C 2.317427 4.736714 0.337408
N 2.513264 4.753724 -1.105440
C 3.173495 5.755881 -1.783284
C 3.209348 5.420602 -3.088504
N 2.532823 4.229796 -3.198049
C 2.110764 3.846677 -2.005209
C 2.436117 3.460659 -4.456589
H 1.879136 6.823828 0.541354
H 1.321619 5.874633 1.903438
H 0.474639 5.897797 0.289151
H 1.958105 3.759373 0.662773
H 3.302775 4.826335 0.806541
H 3.519898 6.614610 -1.234768
H 3.657868 5.925025 -3.926250
H 1.608897 2.909034 -1.819856
H 1.558409 3.785915 -5.008921
H 2.296391 2.408058 -4.229812
H 3.367118 3.590209 -4.997543
C -2.171699 -4.448124 4.623532
C -3.319956 -5.356592 4.059680
C -4.603502 -5.141591 4.840130
N -5.846192 -5.814821 4.293913
C -5.976575 -5.597749 2.815848
C -7.075976 -5.216253 4.970641
C -8.146021 -6.296348 4.901824
C -7.423441 -7.612741 4.555977
C -5.932766 -7.280586 4.666591
H -2.458116 -3.423388 4.924085
H -1.434268 -4.288213 3.838828
H -1.730973 -4.948382 5.481963
H -2.905323 -6.355926 4.151434
H -3.437402 -5.008436 3.033391
H -4.864782 -4.099266 5.020700
H -4.468217 -5.605577 5.821031
H -7.043176 -5.613590 2.606826
H -5.467308 -6.408680 2.306101
H -5.597624 -4.612051 2.567534
H -7.357098 -4.295352 4.462372
H -6.741891 -4.989625 5.981143
H -8.988963 -6.172706 4.226501
H -8.591513 -6.357784 5.895871
H -7.605526 -7.907834 3.522990
H -7.674115 -8.448573 5.202170
H -5.362313 -7.859172 3.945264
H -5.586464 -7.357487 5.694136
P -0.565767 0.775391 -3.465295
F -0.796814 2.166016 -2.697904
F -0.877977 -0.058992 -2.085896
F -2.117948 0.688787 -3.866809
F -0.313911 -0.663180 -4.193681
F -0.275988 1.520344 -4.855433
F 1.059970 0.852302 -3.171509

Cartesian forces, eV/Å:
Cd 0.638 -0.554 -0.095
C -0.159 0.698 -1.070
C 0.895 -1.193 0.185
O -1.024 1.150 -0.196
H -0.036 -0.111 0.111
H -0.219 0.103 0.515
H 0.273 -0.458 0.468
H -0.069 0.140 0.158
H -0.367 0.255 0.136
C 0.243 -0.618 -0.023
C 0.738 0.293 -0.205
N 0.493 -0.121 0.251
C 0.207 0.549 -0.625
C 0.088 -0.531 0.059
N -1.076 0.824 -0.278
C 0.329 0.033 -0.192
C -0.114 -0.875 0.069
H -0.194 0.072 0.196
H 0.089 0.121 0.225
H -0.147 0.344 -0.209
H -0.192 0.224 0.201
H -0.582 -0.325 -0.094
H -0.211 -0.242 0.015
H 0.072 -0.083 0.275
H -0.156 -0.008 0.087
H -0.081 0.144 0.099
H -0.028 -0.017 0.068
H 0.494 0.057 -0.111
C -0.364 -0.670 0.596
C 0.185 0.784 0.632
N -0.615 -0.204 -0.376
C 0.451 -0.562 -0.105
C 0.080 0.328 0.105
N 0.453 -0.272 -0.479
C 0.050 0.517 0.306
C -0.507 -0.248 0.174
H 0.079 0.098 -0.319
H 0.145 0.079 -0.254
H 0.059 0.217 -0.004
H 0.002 0.002 -0.118
H 0.058 -0.300 -0.345
H 0.010 0.169 0.403
H -0.260 -0.051 -0.157
H 0.141 0.001 0.104
H 0.118 0.302 -0.041
H 0.282 0.039 0.056
H 0.044 -0.029 -0.017
C -0.179 -0.563 0.101
C 0.538 0.288 -0.402
N -0.502 -0.090 0.272
C 0.141 -0.104 -0.219
C -0.045 -0.008 0.080
N 0.463 0.062 -0.106
C 0.346 0.163 -0.330
C -1.097 -0.082 0.599
H 0.124 0.153 0.059
H -0.039 0.200 0.134
H -0.015 0.096 -0.168
H -0.152 0.067 0.239
H -0.122 -0.212 -0.041
H -0.085 0.113 0.057
H -0.184 -0.005 0.012
H -0.315 -0.330 -0.012
H 0.109 0.088 -0.005
H 0.389 -0.108 -0.234
H 0.278 0.316 -0.203
C 0.293 0.612 -0.798
C 0.112 -0.024 0.839
N -0.318 -0.234 -0.528
C 0.088 0.207 0.691
C -0.115 0.065 0.105
N 0.345 -0.281 -0.644
C 0.310 -0.088 0.231
C -0.370 -0.174 0.262
H 0.102 -0.013 0.209
H -0.212 -0.158 0.000
H -0.201 -0.342 0.349
H -0.188 -0.033 -0.397
H -0.069 0.035 -0.237
H 0.126 0.086 -0.233
H -0.116 -0.018 -0.096
H -0.123 0.086 0.052
H 0.165 0.139 -0.186
H -0.004 0.039 0.136
H -0.096 0.153 -0.168
C -0.441 -0.158 -0.080
C 0.681 1.917 0.173
C -0.028 -1.108 0.675
N 0.130 0.685 -0.053
C -0.537 -0.353 0.507
C 0.156 -0.051 -0.376
C -0.401 -0.761 0.874
C 0.650 0.259 -0.265
C -0.587 0.026 -0.311
H -0.412 -0.336 0.051
H 0.233 -0.352 0.123
H 0.272 0.259 0.048
H -0.482 -0.282 -0.424
H -0.131 -0.634 -0.173
H 0.144 0.106 -0.383
H -0.064 0.273 0.097
H 0.056 -0.182 -0.320
H 0.102 0.199 -0.257
H 0.126 -0.036 -0.073
H 0.200 0.070 0.021
H -0.320 -0.055 0.127
H 0.227 0.598 -0.180
H -0.058 -0.097 -0.060
H -0.306 -0.076 0.077
H -0.092 0.011 -0.005
H 0.414 -0.037 0.354
H 0.234 -0.152 -0.079
P -0.029 -0.943 -2.388
F 0.234 0.088 0.444
F 0.593 0.433 0.277
F -0.172 0.089 0.394
F 0.099 0.195 0.304
F 0.105 0.341 0.271
F -0.291 -0.107 1.003